[1]
Below is 2 unconnected molecules or ions with the total composition C29H33N3O2 in a non-equilibrium geometry, with properties calculated with wB97M-V/def2-TZVPD.

Element x y z (Å)
C: -3.94 -2.65 5.10
O: -3.32 -1.35 5.01
C: -2.19 -1.29 4.26
C: -1.41 -0.10 4.35
C: -0.14 -0.09 3.83
C: 0.43 -1.23 3.20
C: 1.86 -1.29 2.98
C: 2.75 -1.50 1.97
C: 4.19 -1.08 2.15
N: 4.54 0.17 1.34
C: 3.40 1.19 1.40
C: 3.79 2.45 0.64
C: 5.19 2.30 0.03
C: 6.19 2.03 1.16
C: 5.80 0.78 1.93
C: 5.19 1.08 -0.89
C: 4.84 -0.17 -0.12
C: 2.46 -2.16 0.67
C: 2.71 -3.63 0.61
O: 2.10 -1.45 -0.29
C: -0.36 -2.39 3.14
C: -1.69 -2.38 3.53
H: -4.75 -2.53 5.82
H: -4.34 -2.96 4.12
H: -3.22 -3.42 5.46
H: -1.84 0.76 4.86
H: 0.49 0.80 3.96
H: 2.39 -0.93 3.89
H: 4.39 -0.82 3.20
H: 4.92 -1.87 1.87
H: 2.52 0.70 0.98
H: 3.22 1.38 2.47
H: 3.05 2.64 -0.13
H: 3.77 3.29 1.34
H: 5.46 3.20 -0.52
H: 7.20 1.88 0.76
H: 6.24 2.88 1.85
H: 5.58 0.99 2.98
H: 6.56 -0.01 1.87
H: 4.46 1.21 -1.70
H: 6.17 0.94 -1.36
H: 5.65 -0.91 -0.08
H: 3.95 -0.65 -0.53
H: 3.71 -3.89 0.98
H: 1.98 -4.13 1.25
H: 2.62 -3.97 -0.42
H: 0.10 -3.34 2.85
H: -2.32 -3.26 3.37
C: 0.18 -3.34 -1.16
C: -0.60 -3.45 0.11
C: -0.41 -4.58 0.93
N: -0.28 -5.52 1.63
C: -1.94 -2.91 0.08
C: -2.28 -1.92 -0.88
C: -3.56 -1.87 -1.41
C: -4.60 -2.60 -0.81
C: -5.93 -2.54 -1.34
N: -7.03 -2.43 -1.72
C: -4.31 -3.42 0.29
C: -3.02 -3.52 0.78
H: -0.48 -3.40 -2.04
H: 0.68 -2.37 -1.21
H: 0.94 -4.11 -1.26
H: -1.51 -1.24 -1.25
H: -3.78 -1.25 -2.29
H: -5.13 -3.99 0.75
H: -2.84 -4.14 1.67

LUMO level, eV: -0.611
Total charge: 0
Electronic energy, Ha: -1439.42419

Löwdin population analysis, charges in e, atoms 1 to 6:
1. C -0.0571
2. O -0.0781
3. C -0.2522
4. C -0.0050
5. C -0.0427
6. C -0.2106



[2]
Below is a molecular structure, C25H34CdN7S, with properties calculated with wB97M-V/def2-TZVPD.

Element x y z (Å)
Cd: -0.22 0.18 -0.24
C: 2.89 1.02 0.23
C: 2.02 1.86 1.17
N: 0.87 1.11 1.70
C: 1.21 0.07 2.67
C: 1.53 -1.26 2.02
C: 2.40 -2.17 2.60
C: 2.63 -3.38 1.95
C: 1.99 -3.63 0.74
C: 1.15 -2.66 0.22
C: 0.43 -2.83 -1.10
N: 0.36 -1.57 -1.86
C: 1.60 -1.20 -2.56
C: 2.66 -0.60 -1.63
N: 2.10 0.53 -0.90
N: 0.92 -1.52 0.87
H: 3.30 0.17 0.77
H: 3.74 1.64 -0.09
H: 1.62 2.71 0.62
H: 2.66 2.24 1.98
H: 0.22 1.77 2.12
H: 0.34 -0.09 3.32
H: 2.05 0.37 3.31
H: 2.90 -1.94 3.53
H: 3.31 -4.11 2.36
H: 2.17 -4.54 0.19
H: -0.60 -3.13 -0.88
H: 0.91 -3.63 -1.68
H: -0.38 -1.65 -2.55
H: 1.34 -0.45 -3.32
H: 2.04 -2.07 -3.07
H: 3.54 -0.33 -2.23
H: 2.99 -1.35 -0.91
H: 1.93 1.28 -1.55
C: -2.43 -2.83 5.44
N: -2.65 -2.17 4.17
C: -1.93 -2.36 3.07
N: -0.94 -3.29 3.14
S: -2.23 -1.47 1.68
H: -3.03 -2.33 6.20
H: -1.38 -2.77 5.73
H: -2.74 -3.88 5.41
H: -3.39 -1.49 4.09
H: -0.99 -4.02 3.84
H: -0.51 -3.54 2.26
C: -4.56 3.63 -0.15
C: -3.82 4.15 -1.20
C: -2.64 3.54 -1.61
C: -2.17 2.38 -0.96
C: -2.93 1.88 0.10
C: -4.10 2.50 0.50
N: -0.95 1.80 -1.32
C: -0.57 1.90 -2.68
C: -1.34 1.33 -3.69
C: -0.93 1.36 -5.01
C: 0.27 1.97 -5.36
C: 1.04 2.57 -4.37
C: 0.62 2.54 -3.05
H: -5.48 4.11 0.16
H: -4.15 5.04 -1.71
H: -2.07 3.96 -2.42
H: -2.60 0.98 0.61
H: -4.67 2.08 1.33
H: -2.28 0.86 -3.42
H: -1.54 0.91 -5.78
H: 0.60 1.99 -6.39
H: 1.95 3.09 -4.64
H: 1.18 3.09 -2.30

LUMO level, eV: -2.473
Total charge: +1
Electronic energy, Ha: -1922.13346

Löwdin population analysis, charges in e, atoms 1 to 6:
1. Cd 1.3863
2. C -0.1953
3. C -0.1896
4. N -0.1231
5. C -0.1499
6. C -0.2923



[3]
Below is a molecular structure, C17H25N3O2 in a non-equilibrium geometry, with properties calculated with wB97M-V/def2-TZVPD.

Element x y z (Å)
C: -2.62 -0.28 -3.09
H: -3.55 -0.35 -3.64
H: -2.00 0.50 -3.13
H: -2.01 -1.23 -3.48
C: -3.05 -0.71 -1.80
C: -3.83 -1.76 -1.60
H: -4.77 -1.60 -2.24
H: -3.12 -2.79 -1.85
H: -4.00 -2.00 -0.53
C: -1.74 -0.65 -0.81
N: -0.65 0.61 -0.94
C: 0.67 0.45 -0.90
O: 0.93 -0.67 -0.60
C: 1.28 1.83 -1.08
C: 2.16 1.51 -2.44
C: 3.30 0.88 -2.16
C: 3.98 1.32 -1.01
C: 3.22 1.47 0.25
C: 2.11 2.19 0.17
H: 2.40 3.42 -0.13
H: 1.47 2.23 0.87
H: 3.93 1.99 1.13
H: 3.02 0.45 0.63
H: 5.03 0.87 -0.75
H: 4.72 2.12 -1.18
H: 2.98 -0.30 -1.78
H: 3.80 0.64 -3.11
H: 1.66 1.19 -3.10
H: 2.44 2.75 -2.76
H: 0.40 2.60 -1.36
H: -1.20 1.38 -1.13
H: -1.06 -1.61 -1.15
C: -2.01 -0.69 0.75
O: -3.18 -0.41 1.06
N: -0.98 -1.11 1.35
C: -0.68 -1.20 2.95
C: 0.50 -1.70 3.29
C: 0.52 -1.42 4.74
N: -0.37 -1.52 5.54
C: -1.47 -1.13 5.04
C: -2.02 -1.01 3.74
H: -2.81 -0.61 3.32
H: -2.39 -1.12 5.67
H: 1.46 -1.87 5.00
H: 1.43 -1.66 2.58
H: -0.20 -1.33 0.96
H: -3.69 0.30 -1.32

LUMO level, eV: 0.422
Total charge: 0
Electronic energy, Ha: -976.99954

Löwdin population analysis, charges in e, atoms 1 to 6:
1. C -0.0902
2. H 0.0882
3. H 0.0310
4. H 0.1394
5. C -0.5948
6. C -0.1427



[4]
Below is 2 unconnected molecules or ions with the total composition C4H10N2 in a non-equilibrium geometry, with properties calculated with wB97M-V/def2-TZVPD.

Element x y z (Å)
C: -2.62 -0.38 1.83
C: -1.79 -1.39 2.05
N: -1.62 -2.12 3.22
H: -3.43 -0.12 2.50
H: -2.34 0.31 1.04
H: -1.00 -1.57 1.33
H: -2.42 -2.37 3.77
H: -0.71 -2.53 3.37
C: 2.24 0.12 -2.28
C: 1.58 1.22 -2.61
N: 2.06 2.52 -2.82
H: 3.29 0.05 -2.04
H: 1.66 -0.76 -2.09
H: 0.51 1.19 -2.45
H: 3.04 2.66 -2.60
H: 1.57 3.18 -2.22

LUMO level (spin up / spin down), eV: 3.858 / 4.102
Multiplicity: 2
Total charge: -1
Electronic energy, Ha: -267.79778

Löwdin population analysis, charges in e, atoms 1 to 6:
1. C -0.1438
2. C -0.5157
3. N -0.0191
4. H 0.0233
5. H -0.0023
6. H 0.0295



[5]
Below is a molecular structure, C30H30IrNO4S4, with properties calculated with wB97M-V/def2-TZVPD.

Element x y z (Å)
Ir: 0.87 -1.27 0.25
C: -3.01 2.09 0.96
C: -1.70 1.43 1.28
C: -0.63 1.55 0.45
C: 0.63 0.98 0.79
C: 0.77 0.26 1.99
C: -0.37 0.09 2.83
C: -1.55 0.68 2.49
H: -3.48 1.62 0.09
H: -2.87 3.14 0.72
H: -3.71 2.02 1.80
H: -0.70 2.14 -0.46
H: 1.51 1.37 0.30
H: 1.76 0.06 2.39
H: -0.26 -0.44 3.76
H: -2.40 0.61 3.16
O: -1.11 -1.91 0.02
S: -2.56 -1.59 0.41
C: -3.11 -3.12 1.23
C: -2.01 -3.69 2.12
C: -1.08 -4.65 1.38
C: 0.17 -4.99 2.20
S: 1.55 -3.82 2.09
O: 0.95 -2.39 2.06
C: 2.14 -4.11 0.44
C: 3.23 -4.94 0.31
C: 3.79 -5.13 -0.95
C: 3.28 -4.47 -2.06
C: 2.20 -3.60 -1.92
C: 1.62 -3.43 -0.67
C: -3.46 -1.66 -1.11
C: -3.06 -2.51 -2.14
C: -3.83 -2.55 -3.29
C: -4.97 -1.76 -3.40
C: -5.35 -0.93 -2.36
C: -4.59 -0.86 -1.21
H: -3.46 -3.82 0.47
H: -3.97 -2.80 1.82
H: -2.50 -4.23 2.93
H: -1.45 -2.87 2.58
H: -0.79 -4.25 0.41
H: -1.61 -5.58 1.19
H: 0.62 -5.93 1.89
H: -0.05 -5.05 3.26
H: 3.67 -5.41 1.18
H: 4.65 -5.79 -1.06
H: 3.73 -4.62 -3.03
H: 1.80 -3.08 -2.78
H: 0.62 -2.93 -0.68
H: -2.18 -3.12 -2.04
H: -3.54 -3.20 -4.11
H: -5.57 -1.81 -4.30
H: -6.24 -0.31 -2.46
H: -4.87 -0.20 -0.40
O: 4.65 -2.23 1.02
S: 4.31 -0.86 0.82
O: 4.23 0.03 1.93
N: 2.82 -0.81 0.01
C: 2.89 -0.31 -1.19
S: 1.31 -0.26 -1.86
C: 4.23 0.11 -1.60
C: 4.65 0.70 -2.78
C: 6.00 1.01 -2.90
C: 6.89 0.76 -1.86
C: 6.47 0.17 -0.67
C: 5.13 -0.14 -0.57
H: 3.95 0.90 -3.58
H: 6.36 1.47 -3.81
H: 7.93 1.02 -1.98
H: 7.16 -0.03 0.13

LUMO level, eV: -6.944
Total charge: +2
Electronic energy, Ha: -3213.40788

Löwdin population analysis, charges in e, atoms 1 to 6:
1. Ir 1.1645
2. C -0.0199
3. C -0.2749
4. C -0.0356
5. C -0.2104
6. C -0.1737



[6]
Below is C12H11N3O3S in the gas phase, with properties calculated with wB97M-V/def2-TZVPD.

Element x y z (Å)
C: -7.35 -0.72 0.00
O: -6.50 0.41 0.00
C: -5.16 0.22 0.00
C: -4.52 -1.02 0.01
C: -3.15 -1.09 0.01
C: -2.36 0.07 0.00
C: -0.92 0.01 0.00
N: -0.32 -1.12 0.00
N: 1.01 -1.27 0.00
C: 2.06 -0.41 0.00
N: 3.27 -0.86 0.00
C: 4.19 0.15 0.00
C: 5.63 -0.20 0.00
O: 6.51 0.62 0.00
O: 5.85 -1.51 -0.01
C: 3.67 1.41 0.01
S: 1.95 1.35 0.01
C: -3.01 1.31 -0.01
C: -4.38 1.38 -0.01
H: -8.36 -0.33 0.00
H: -7.20 -1.34 -0.89
H: -7.20 -1.33 0.90
H: -5.09 -1.93 0.01
H: -2.65 -2.05 0.01
H: -0.41 0.97 0.00
H: 1.28 -2.25 0.00
H: 5.00 -1.98 -0.01
H: 4.20 2.34 0.01
H: -2.42 2.21 -0.02
H: -4.89 2.34 -0.02

LUMO level, eV: 0.153
Total charge: 0
Structure (SMILES): COc1ccc(/C=N/Nc2nc(C(=O)O)cs2)cc1
Electronic energy, Ha: -1252.03601

Löwdin population analysis, charges in e, atoms 1 to 6:
1. C -0.0858
2. O -0.0795
3. C -0.2743
4. C -0.0129
5. C -0.0221
6. C -0.2217